Entry 1:
# C21H43KO16

A molecular structure, C21H43KO16 (the ωB97M-V functional and the def2-TZVPD basis, the OMol25 dataset).

The value obtained for the HOMO energy is -6.99 eV. The relative energy (zero: lowest compared OMol25 entry of this formula, charge and spin) comes out at 49.0 kJ/mol.

The geometry in ORCA input format:
```
! wB97M-V def2-TZVPD RIJCOSX def2/J DEFGRID3
* xyz 0 1
K -2.511 3.319 0.679
O -2.220 -2.661 -2.978
O 3.990 2.609 1.833
O 4.205 1.044 0.293
O 5.219 4.112 -2.726
O -0.486 -3.339 4.152
O -1.253 -1.612 -4.726
O 3.343 3.895 -3.947
O 3.633 2.933 -1.929
O -3.482 -1.928 -4.554
O -4.864 1.752 0.668
O -1.051 0.930 0.937
O 1.455 -3.261 3.142
O 1.145 -4.632 4.896
O 3.434 0.487 2.272
O -6.414 0.446 1.682
O -4.825 -0.479 0.636
C 0.118 0.282 0.606
C 0.748 -3.826 4.113
C 3.910 -0.284 -0.125
C 2.873 0.730 3.542
C -7.210 1.595 1.996
C -1.100 -3.684 -1.103
C -3.665 -0.660 -0.174
C 2.825 -3.596 3.010
C -3.727 -1.179 -5.738
C -5.309 0.680 0.990
C -2.215 -2.039 -4.153
C 4.989 -1.310 0.232
C -1.026 -2.633 3.019
C -2.458 -2.236 3.373
C 3.999 3.671 -2.965
C 2.273 2.538 -1.807
C 3.894 1.458 1.527
C -8.377 1.148 2.838
C -0.949 -2.938 -2.409
C 5.822 5.003 -3.652
C 5.478 6.462 -3.313
H 3.528 1.339 4.168
H -8.034 0.817 3.821
H 1.634 3.280 -2.290
H -2.689 -1.437 2.667
H -1.342 -3.014 -0.280
H 1.009 0.940 0.573
H -2.942 -0.515 -6.098
H 0.431 -0.448 1.384
H 5.431 4.868 -4.663
H 2.745 -0.219 4.059
H -9.070 1.927 3.175
H -7.504 1.994 1.019
H 1.900 1.216 3.478
H 3.730 -0.312 -1.201
H 6.877 4.744 -3.634
H -1.063 -3.304 2.160
H 3.237 -2.952 2.237
H -2.461 -1.851 4.390
H -0.342 -2.045 -2.227
H 4.499 6.708 -3.728
H -3.943 -1.905 -6.521
H 5.341 -1.200 1.257
H 2.028 2.436 -0.756
H -0.237 -4.302 -0.864
H 2.952 -4.621 2.657
H -4.572 -0.518 -5.548
H -2.890 0.026 0.193
H -0.419 -1.743 2.873
H 2.095 1.609 -2.350
H -6.610 2.385 2.453
H -9.037 0.431 2.355
H 2.934 -0.547 0.291
H -1.922 -4.397 -1.226
H 6.226 7.142 -3.718
H 4.446 -2.256 0.175
H -3.390 -1.709 -0.177
H 0.041 -0.302 -0.328
H -3.125 -3.073 3.179
H 5.359 6.637 -2.243
H 5.833 -1.261 -0.450
H -3.920 -0.402 -1.209
H -0.336 -3.474 -3.139
H 3.362 -3.489 3.950
*
```

***

Entry 2:
# C21H43MoNO2S4Si3

A molecular structure, C21H43MoNO2S4Si3 (the ωB97M-V functional and the def2-TZVPD basis, the OMol25 dataset).

The value obtained for the HOMO energy (alpha / beta) is -9.75 / -10.17 eV. Its expectation value of S² is 0.757. The relative energy (zero: lowest compared OMol25 entry of this formula, charge and spin) comes out at 0.0 kJ/mol.

The geometry in ORCA input format:
```
! wB97M-V def2-TZVPD RIJCOSX def2/J DEFGRID3
* xyz 1 2
Mo -0.080 0.581 0.677
S 0.480 1.455 2.974
S -2.239 2.551 1.642
S 0.659 2.551 -0.374
S -1.631 -0.836 2.160
Si 1.834 -1.735 0.587
Si -0.501 -2.241 -1.446
Si 1.846 -0.322 -2.061
O 2.113 -0.230 1.318
O -1.611 0.761 -0.612
N -1.637 1.812 -1.480
C 1.081 -2.933 1.819
C -0.779 3.801 -2.378
C 3.407 0.542 -1.453
C -0.667 2.742 -1.467
C -3.253 -0.019 2.120
C -0.600 0.751 4.261
C 0.703 -0.996 -0.678
C -2.799 2.846 -3.246
C -1.435 3.503 2.959
C 3.449 -2.571 0.167
C 1.057 0.886 -3.278
C -2.678 1.833 -2.341
C -1.108 -1.739 -3.154
C 0.297 -3.939 -1.609
C 2.491 -1.722 -3.148
C 0.061 3.210 3.077
C -2.103 -2.578 -0.511
C 3.202 0.176 2.132
C -3.377 1.444 2.528
C -1.063 -0.640 3.869
C -1.829 3.857 -3.259
H -0.384 -4.587 -2.169
H -0.237 -1.350 3.942
H 3.907 0.951 -2.336
H -1.851 -0.991 4.537
H -3.262 1.581 3.601
H 1.723 -2.180 -3.773
H 1.668 -2.946 2.743
H -1.444 1.411 4.423
H 4.115 -0.135 -0.975
H 4.144 -1.969 -0.413
H 3.234 -1.282 -3.820
H -1.902 4.672 -3.966
H -0.018 0.778 -3.403
H -1.576 4.559 2.730
H -3.363 1.005 -2.240
H -1.963 3.320 3.893
H -0.322 -1.636 -3.902
H 3.247 1.264 2.145
H -1.667 -0.801 -3.122
H 1.280 1.919 -3.014
H 0.467 3.627 3.999
H 0.437 -4.406 -0.633
H -2.753 -3.129 -1.196
H 0.596 3.649 2.236
H -3.933 -0.625 2.722
H -4.394 1.756 2.285
H -3.634 2.851 -3.929
H -1.794 -2.516 -3.500
H 1.254 -3.943 -2.130
H -0.026 0.712 5.187
H 0.036 -2.752 2.059
H 1.138 -3.943 1.409
H 3.947 -2.872 1.093
H 3.215 1.370 -0.773
H 1.516 0.704 -4.254
H 4.132 -0.209 1.712
H -1.954 -3.203 0.372
H -0.001 4.552 -2.372
H 2.988 -2.514 -2.592
H 3.092 -0.185 3.158
H 3.249 -3.488 -0.393
H -2.644 -1.679 -0.217
H -3.548 -0.139 1.077
*
```

***

Entry 3:
# C21H43O3P3Re

A molecular structure, C21H43O3P3Re (the ωB97M-V functional and the def2-TZVPD basis, the OMol25 dataset).

The value obtained for the HOMO energy (alpha / beta) is -21.89 / -21.32 eV. Its expectation value of S² is 3.785. The relative energy (zero: lowest compared OMol25 entry of this formula, charge and spin) comes out at 436.7 kJ/mol.

The geometry in ORCA input format:
```
! wB97M-V def2-TZVPD RIJCOSX def2/J DEFGRID3
* xyz 4 4
Re -0.054 0.339 -0.194
P -0.760 2.891 -0.655
P 2.546 -0.346 -0.188
P -1.941 -1.576 -0.188
O -2.508 1.237 1.853
O 0.131 -0.644 1.739
O 1.650 2.321 1.851
C 3.406 -0.632 1.492
C 0.781 1.112 -3.596
C 1.067 1.656 1.132
C 3.348 -1.907 -0.916
C -0.642 -1.160 -3.512
C 0.592 -2.007 1.875
C 0.680 -1.229 -3.335
C -2.852 -1.950 1.446
C -0.564 1.107 -3.767
C -3.572 -1.610 -1.163
C -0.857 4.089 0.828
C -2.565 3.233 -1.144
C 3.811 0.981 -0.690
C 1.371 -0.086 -3.571
C 0.055 0.039 3.050
C -1.373 -3.381 -0.360
C -1.307 0.021 -3.542
C -1.071 -0.427 4.008
C 1.288 -2.509 3.199
C 0.154 4.188 -1.700
C -1.681 0.920 1.136
H -2.160 -2.049 2.281
H 3.369 -1.886 -2.004
H 1.162 -2.193 -3.312
H 1.649 -3.545 3.029
H 0.609 -2.603 4.057
H -0.800 -3.553 -1.269
H 3.623 1.379 -1.685
H -2.722 4.297 -1.319
H -1.369 5.011 0.556
H -0.266 -2.625 1.996
H 2.799 -2.791 -0.592
H -1.396 3.651 1.667
H 1.039 0.012 3.558
H 0.141 4.366 1.169
H 2.121 -1.913 3.611
H -0.257 5.184 -1.535
H 4.381 -2.007 -0.584
H -1.191 -2.078 -3.636
H -0.164 1.117 3.010
H -2.375 0.069 -3.683
H -3.565 -1.161 1.684
H 4.823 0.574 -0.675
H -4.090 -0.657 -1.052
H -4.229 -2.399 -0.799
H -0.989 0.145 4.957
H -0.739 -3.657 0.483
H 1.178 -2.308 0.995
H 1.210 4.208 -1.426
H 2.433 -0.138 -3.743
H -3.409 -1.800 -2.222
H -2.078 -0.227 3.613
H 3.777 1.816 0.010
H -1.067 -1.490 4.274
H -3.416 -2.880 1.377
H -2.861 2.696 -2.042
H -2.229 -4.056 -0.369
H -3.235 2.925 -0.342
H 3.177 0.159 2.204
H 1.376 1.993 -3.777
H 4.490 -0.665 1.378
H -1.057 2.007 -4.095
H 0.072 3.987 -2.767
H 3.101 -1.583 1.927
*
```

***

no.,E_tot (eV),maximum force (hartree/bohr)
1,-71558.5790,0.0350
2,-96887.8967,0.0068
3,-58565.1443,0.1010